Entry P
Computed, not measured: a structure of composition C5H7NO, with the ωB97M-V functional and the def2-TZVPD basis.

Net charge   0
2S+1   1
LUMO energy   0.88 eV
Molecular weight   97.1 g mol⁻¹
Gap between HOMO and LUMO   10.659 eV
HOMO energy   -9.78 eV

Geometry (Å):
O1 1.819 -0.623 -0.902
C1 1.192 -0.165 0.260
C2 0.435 1.144 0.274
C3 -0.957 0.867 -0.177
C4 -1.089 -0.613 -0.486
C5 -0.156 -0.762 0.718
N1 -0.574 0.624 1.237
H1 1.192 -0.524 -1.630
H2 1.933 -0.211 1.061
H3 0.828 2.154 0.356
H4 -1.640 1.670 -0.440
H5 -0.746 -1.008 -1.452
H6 -2.098 -0.981 -0.289
H7 -0.207 -1.621 1.387

---

Entry Q
Computed, not measured: an isolated molecule of C5H7NO, with the ωB97M-V functional and the def2-TZVPD basis.

Net charge   0
2S+1   1
LUMO energy (spin up / spin down)   0.28 / 0.67 eV
Molecular weight   97.1 g mol⁻¹
Gap between HOMO and LUMO (spin up / spin down)   7.374 / 8.178 eV
HOMO energy (spin up / spin down)   -7.09 / -7.51 eV

Geometry (Å):
C1 -0.007 0.025 2.456
N1 0.659 -0.311 1.359
C2 0.273 0.286 0.207
C3 -0.839 -0.313 -0.648
C4 -0.482 0.681 -1.756
C5 0.818 0.058 -1.201
O1 0.144 -1.267 -1.251
H1 -0.110 -0.685 3.264
H2 -0.449 1.005 2.493
H3 1.417 -0.999 1.432
H4 -1.811 -0.717 -0.358
H5 -0.679 1.745 -1.597
H6 -0.750 0.345 -2.760
H7 1.816 0.147 -1.641

---

Entry R
Computed, not measured: an isolated molecule of C5H7NO, with the ωB97M-V functional and the def2-TZVPD basis.

Net charge   0
2S+1   1
LUMO energy   -1.17 eV
Molecular weight   97.1 g mol⁻¹
Gap between HOMO and LUMO   8.514 eV
HOMO energy   -9.68 eV

Geometry (Å):
C1 -0.048 -1.154 1.381
C2 0.086 -0.208 0.218
N1 1.427 0.291 -0.101
C3 0.418 1.240 0.307
C4 -1.210 0.802 -1.660
C5 -0.791 -0.402 -0.988
O1 -1.238 -1.454 -1.422
H1 -1.040 -1.081 1.836
H2 0.709 -0.920 2.136
H3 0.100 -2.185 1.047
H4 1.621 0.305 -1.099
H5 0.560 1.755 1.251
H6 -0.524 1.128 -2.459
H7 -0.071 1.883 -0.447

---

Verdict on stability: entry P comes out on top.

---

Entry P
Computed, not measured: a cluster of 2 separate species, C9H9NO4 in total, with the ωB97M-V functional and the def2-TZVPD basis.

Net charge   0
2S+1   1
LUMO energy (spin up / spin down)   -1.41 / -0.58 eV
Molecular weight   195.2 g mol⁻¹
Gap between HOMO and LUMO (spin up / spin down)   6.986 / 7.583 eV
HOMO energy (spin up / spin down)   -8.39 / -8.16 eV

Geometry (Å):
C1 2.151 -1.228 -1.877
C2 2.412 -1.256 -0.509
C3 1.036 -0.451 -2.321
C4 1.568 -0.556 0.350
C5 0.243 0.242 -1.492
C6 0.528 0.317 -0.095
C7 -1.582 -2.080 0.716
C8 -1.684 3.055 0.466
C9 -0.275 1.148 0.784
N1 -0.714 0.849 2.095
O1 -0.297 -0.206 2.554
O2 -1.453 1.649 2.696
O3 -1.517 -2.241 -0.472
O4 -0.773 2.132 0.138
H1 2.735 -1.729 -2.616
H2 3.239 -1.885 -0.124
H3 0.573 -0.467 -3.368
H4 1.540 -1.035 1.405
H5 -0.627 0.861 -1.816
H6 -0.856 -2.575 1.337
H7 -2.175 -1.290 1.082
H8 -1.929 3.614 -0.407
H9 -2.146 3.134 1.474

---

Entry Q
Computed, not measured: an isolated molecule of C9H9NO4, with the ωB97M-V functional and the def2-TZVPD basis.

Net charge   0
Structure (SMILES)   [O-][N+]1=C[C@@H](O)[C@]2(C=CC=C/C2=C/O)O1
2S+1   1
LUMO energy   0.10 eV
Molecular weight   195.2 g mol⁻¹
Gap between HOMO and LUMO   8.676 eV
HOMO energy   -8.57 eV

Geometry (Å):
C1 0.830 2.190 1.129
C2 -0.474 2.415 0.505
C3 1.660 1.132 0.863
C4 -0.980 1.479 -0.293
C5 1.192 0.129 -0.157
C6 -0.306 0.113 -0.377
C7 2.048 -0.702 -0.648
C8 -0.995 -0.764 0.839
C9 -2.162 -1.307 0.078
N1 -1.939 -1.194 -1.179
O1 -0.739 -0.610 -1.556
O2 -2.611 -1.779 -2.012
O3 1.736 -1.719 -1.525
O4 -0.067 -1.722 1.298
H1 1.159 2.981 1.721
H2 -1.172 3.284 0.553
H3 2.591 1.057 1.301
H4 -1.866 1.623 -0.889
H5 3.053 -0.743 -0.373
H6 -1.223 -0.148 1.600
H7 -2.937 -2.030 0.344
H8 2.444 -2.157 -2.058
H9 0.759 -1.529 0.836

---

Verdict on stability: entry Q comes out on top.

---

Entry P
Computed, not measured: a cluster of 2 separate species, C2H4P2 in total, with the ωB97M-V functional and the def2-TZVPD basis.

Net charge   0
2S+1   1
LUMO energy (spin up / spin down)   -1.20 / -0.55 eV
Molecular weight   90.0 g mol⁻¹
Gap between HOMO and LUMO (spin up / spin down)   6.139 / 7.344 eV
HOMO energy (spin up / spin down)   -7.34 / -7.89 eV

Geometry (Å):
C1 -1.573 -0.186 0.215
C2 -0.411 0.260 0.685
P1 -1.385 -0.812 1.846
P2 1.724 -0.672 -0.672
H1 -2.200 -0.281 -0.714
H2 -0.029 1.208 1.084
H3 2.715 0.369 -0.777
H4 1.158 0.113 -1.668

---

Entry Q
Computed, not measured: an isolated molecule of C2H4P2, with the ωB97M-V functional and the def2-TZVPD basis.

Net charge   0
Structure (SMILES)   C=P#P=C
2S+1   1
LUMO energy   -0.71 eV
Molecular weight   90.0 g mol⁻¹
Gap between HOMO and LUMO   8.124 eV
HOMO energy   -8.83 eV

Geometry (Å):
C1 2.160 0.731 0.121
C2 -2.144 -0.261 0.584
P1 0.859 -0.258 0.439
P2 -0.979 0.666 -0.365
H1 3.194 0.543 0.345
H2 1.979 1.628 -0.340
H3 -3.164 0.094 0.350
H4 -1.918 -0.928 1.405

---

Entry R
Computed, not measured: a structure of composition C2H4P2, with the ωB97M-V functional and the def2-TZVPD basis.

Net charge   0
2S+1   1
LUMO energy   -0.30 eV
Molecular weight   90.0 g mol⁻¹
Gap between HOMO and LUMO   9.247 eV
HOMO energy   -9.54 eV

Geometry (Å):
C1 -0.042 0.242 1.022
C2 0.039 -0.360 -0.906
P1 1.308 0.325 1.917
P2 -1.276 -0.301 -1.945
H1 -0.983 0.794 1.291
H2 1.018 -0.310 -1.250
H3 0.584 0.832 3.216
H4 -0.563 -0.547 -3.042

---

Verdict on stability: entry Q comes out on top.

---

Entry P
Computed, not measured: a cluster of 5 separate species, H9O4S in total, with the ωB97M-V functional and the def2-TZVPD basis.

Net charge   -1
2S+1   1
LUMO energy   3.53 eV
Molecular weight   105.1 g mol⁻¹
Gap between HOMO and LUMO   7.030 eV
HOMO energy   -3.50 eV

Geometry (Å):
S1 0.885 -1.820 1.121
H1 -0.151 -2.637 1.412
H2 1.400 -1.552 -1.845
H3 0.418 -1.133 -2.890
O1 1.358 -1.078 -2.690
H4 0.443 3.847 3.180
H5 0.019 3.369 1.778
O2 -0.283 3.854 2.555
H6 -1.516 -1.986 -1.529
H7 -0.931 -2.924 -0.518
O3 -1.477 -2.924 -1.322
H8 0.456 1.174 -0.069
H9 -0.788 1.848 0.405
O4 0.169 1.962 0.412

---

Entry Q
Computed, not measured: a cluster of 5 separate species, H9O4S in total, with the ωB97M-V functional and the def2-TZVPD basis.

Net charge   -1
2S+1   1
LUMO energy   3.23 eV
Molecular weight   105.1 g mol⁻¹
Gap between HOMO and LUMO   6.742 eV
HOMO energy   -3.52 eV

Geometry (Å):
S1 -1.525 2.127 0.167
H1 -0.519 1.560 0.898
H2 -3.011 -0.411 1.720
H3 -1.966 -1.073 0.927
O1 -2.751 -1.308 1.443
H4 4.008 0.789 -0.054
H5 3.743 -0.647 -0.311
O2 4.446 -0.077 0.081
H6 -2.166 0.903 -3.225
H7 -2.600 0.743 -1.799
O3 -2.480 0.224 -2.600
H8 2.238 -0.804 1.388
H9 0.936 -0.705 0.553
O4 1.648 -1.322 0.810

---

Entry R
Computed, not measured: a cluster of 5 separate species, H9O4S in total, with the ωB97M-V functional and the def2-TZVPD basis.

Net charge   -1
2S+1   1
LUMO energy   3.39 eV
Molecular weight   105.1 g mol⁻¹
Gap between HOMO and LUMO   7.102 eV
HOMO energy   -3.71 eV

Geometry (Å):
S1 -0.415 -0.889 -0.983
H1 -0.822 -1.981 -1.637
H2 0.573 -1.595 2.528
H3 -0.601 -1.197 1.698
O1 -0.385 -1.699 2.505
H4 1.129 3.061 0.056
H5 0.120 2.201 -0.671
O2 0.872 2.785 -0.830
H6 -2.491 -0.808 0.179
H7 -3.238 -0.169 1.280
O3 -3.119 -1.044 0.895
H8 2.248 -0.048 -1.455
H9 2.997 1.172 -1.806
O4 3.131 0.212 -1.759

---

Entry S
Computed, not measured: a cluster of 5 separate species, H9O4S in total, with the ωB97M-V functional and the def2-TZVPD basis.

Net charge   -1
2S+1   1
LUMO energy   3.78 eV
Molecular weight   105.1 g mol⁻¹
Gap between HOMO and LUMO   7.721 eV
HOMO energy   -3.94 eV

Geometry (Å):
S1 1.502 1.463 -1.618
H1 2.646 0.763 -1.786
H2 -0.187 0.208 -2.006
H3 -0.557 -1.368 -1.943
O1 -0.919 -0.503 -1.672
H4 0.550 0.999 0.622
H5 -0.554 -0.046 1.101
O2 0.191 0.494 1.405
H6 -2.728 0.966 -0.301
H7 -2.661 -0.473 -0.828
O3 -3.273 0.230 -0.522
H8 1.314 -0.886 2.059
H9 2.766 -0.693 2.708
O4 1.911 -1.155 2.781

---

Verdict on stability: entry S comes out on top.

---

Entry P
Computed, not measured: a cluster of 2 separate species, C3H3I in total, with the ωB97M-V functional and the def2-TZVPD basis.

Net charge   0
2S+1   1
LUMO energy (spin up / spin down)   -2.10 / -2.76 eV
Molecular weight   166.0 g mol⁻¹
Gap between HOMO and LUMO (spin up / spin down)   5.259 / 4.277 eV
HOMO energy (spin up / spin down)   -7.36 / -7.03 eV

Geometry (Å):
C1 0.980 -0.667 0.207
C2 -0.273 -0.211 -0.158
C3 0.192 -0.417 1.269
I1 -2.089 1.846 -2.684
H1 1.900 -1.041 -0.087
H2 -0.747 0.527 -0.783
H3 0.037 -0.037 2.237

---

Entry Q
Computed, not measured: a cluster of 2 separate species, C3H3I in total, with the ωB97M-V functional and the def2-TZVPD basis.

Net charge   0
2S+1   1
LUMO energy (spin up / spin down)   -1.25 / -2.76 eV
Molecular weight   166.0 g mol⁻¹
Gap between HOMO and LUMO (spin up / spin down)   8.635 / 6.188 eV
HOMO energy (spin up / spin down)   -9.88 / -8.95 eV

Geometry (Å):
C1 -0.917 -0.170 0.163
C2 0.234 0.296 0.294
C3 0.280 -0.526 -0.966
I1 1.452 2.116 3.232
H1 -2.065 -0.234 0.278
H2 0.970 -1.406 -1.017
H3 0.047 -0.075 -1.984

---

Verdict on stability: entry P comes out on top.

---

Entry P
Computed, not measured: a structure of composition C2H7O2, with the ωB97M-V functional and the def2-TZVPD basis.

Net charge   -1
2S+1   1
LUMO energy   4.59 eV
Molecular weight   63.1 g mol⁻¹
Gap between HOMO and LUMO   7.963 eV
HOMO energy   -3.37 eV

Geometry (Å):
C1 0.740 0.104 -0.183
O1 -0.295 -0.307 -0.941
C2 0.852 -0.659 1.203
H1 1.703 -0.041 -0.701
H2 0.722 1.201 0.052
H3 1.121 0.001 2.024
H4 -0.095 -1.158 1.409
H5 1.570 -1.448 0.965
H6 -1.317 0.375 -1.375
H7 -2.759 0.880 -0.829
O2 -2.241 1.052 -1.624

---

Entry Q
Computed, not measured: a cluster of 2 separate species, C2H7O2 in total, with the ωB97M-V functional and the def2-TZVPD basis.

Net charge   -1
2S+1   1
LUMO energy   4.75 eV
Molecular weight   63.1 g mol⁻¹
Gap between HOMO and LUMO   7.471 eV
HOMO energy   -2.72 eV

Geometry (Å):
O1 0.380 0.970 -2.033
H1 0.214 1.897 -2.021
C1 -0.105 -0.327 1.309
O2 0.475 0.703 0.646
C2 -0.730 -1.398 0.345
H2 -0.870 0.011 2.054
H3 0.581 -0.880 1.989
H4 0.475 0.855 -1.030
H5 -1.115 -2.231 0.947
H6 0.161 -1.762 -0.173
H7 -1.427 -0.873 -0.301

---

Verdict on stability: entry Q comes out on top.

---

Entry P
Computed, not measured: the ion C4H13N3 with charge +2, with the ωB97M-V functional and the def2-TZVPD basis.

Net charge   +2
Structure (SMILES)   C=[NH+]C[NH2+]NCC
2S+1   1
LUMO energy   -9.84 eV
Molecular weight   103.2 g mol⁻¹
Gap between HOMO and LUMO   9.202 eV
HOMO energy   -19.05 eV

Geometry (Å):
C1 -1.369 -1.240 0.202
C2 -1.682 1.103 0.570
C3 2.051 0.130 0.965
C4 1.580 0.692 -0.470
N1 -2.186 -0.082 0.244
N2 -0.180 -0.975 -0.945
N3 0.176 0.416 -0.817
H1 -0.876 -1.317 1.143
H2 -1.950 -2.056 -0.071
H3 -2.287 1.949 0.539
H4 -0.848 1.165 1.236
H5 1.547 0.655 1.738
H6 2.078 -0.908 1.141
H7 3.184 0.460 0.962
H8 2.204 0.131 -1.250
H9 1.743 1.737 -0.408
H10 -3.016 -0.110 -0.431
H11 0.621 -1.743 -0.832
H12 -0.537 -1.026 -1.932
H13 -0.255 1.020 -1.584

---

Entry Q
Computed, not measured: the ion C4H13N3 with charge +2, with the ωB97M-V functional and the def2-TZVPD basis.

Net charge   +2
Structure (SMILES)   N/C=C(\[NH3+])CC[NH3+]
2S+1   1
LUMO energy   -7.03 eV
Molecular weight   103.2 g mol⁻¹
Gap between HOMO and LUMO   9.358 eV
HOMO energy   -16.39 eV

Geometry (Å):
C1 -1.874 0.270 0.232
C2 -0.428 0.621 0.569
C3 0.721 -0.087 -0.058
C4 1.314 0.437 -1.146
N1 2.357 -0.087 -1.835
N2 1.154 -1.367 0.488
N3 -2.818 0.471 1.362
H1 -2.169 0.710 -0.726
H2 -1.881 -0.753 -0.228
H3 -0.311 1.702 0.245
H4 -0.231 0.959 1.631
H5 0.963 1.386 -1.598
H6 2.723 0.278 -2.700
H7 2.951 -0.844 -1.538
H8 0.504 -2.103 0.180
H9 1.166 -1.351 1.523
H10 2.148 -1.594 0.356
H11 -2.542 -0.134 2.140
H12 -2.721 1.430 1.715
H13 -3.741 0.125 1.061

---

Verdict on stability: entry Q comes out on top.